Density functional theory data (the ωB97M-V functional and the def2-TZVPD basis) for 6 unconnected molecules or ions with the total composition C31H56ClN2O20P at a distorted geometry.

Last column: Löwdin charge in e.
Cartesian coordinates (Å):
C: -1.239 -2.804 0.037  -0.10
C: -0.870 -1.258 -0.347  -0.24
N: -1.877 -0.405 0.361  -0.08
C: -1.886 1.008 -0.196  -0.34
O: -1.713 1.853 0.930  -0.17
C: -1.504 3.245 0.687  -0.40
C: -0.844 3.698 -0.675  -0.08
C: 0.582 3.121 -1.049  -0.17
O: 1.156 2.149 -0.460  -0.02
C: -2.971 3.988 0.716  -0.11
C: -3.771 3.783 2.075  -0.17
C: -4.178 5.079 2.877  -0.03
C: -4.929 4.997 4.253  -0.07
C: -5.339 3.618 4.850  -0.04
C: -4.960 2.335 4.063  -0.20
C: -5.338 0.848 4.582  -0.09
C: -4.195 2.447 2.724  -0.02
C: -0.785 3.844 2.034  -0.50
Cl: -0.892 2.572 3.412  0.65
N: 0.649 4.134 1.874  -0.14
C: 1.166 5.155 2.830  -0.12
P: -3.518 1.130 -1.145  0.75
O: -3.497 2.052 -2.373  -0.35
O: -3.822 -0.473 -1.759  -0.20
O: -4.877 1.535 -0.219  -0.18
H: -2.144 -2.778 0.760  0.07
H: -1.547 -3.425 -0.867  0.07
H: -0.394 -3.299 0.646  0.07
H: -0.844 -1.126 -1.478  0.12
H: 0.152 -1.058 0.159  0.13
H: -1.615 -0.382 1.356  0.12
H: -1.055 0.998 -0.980  0.14
H: -1.537 3.503 -1.586  0.13
H: -0.738 4.852 -0.643  0.15
H: 1.197 3.621 -1.882  0.14
H: -2.695 5.115 0.678  0.12
H: -3.577 3.802 -0.233  0.10
H: -3.899 6.127 2.483  0.09
H: -5.194 5.945 4.851  0.09
H: -5.905 3.482 5.830  0.09
H: -4.460 0.126 4.497  0.08
H: -6.163 0.440 3.881  0.08
H: -5.814 0.874 5.628  0.08
H: -3.913 1.467 2.202  0.09
H: -1.272 4.836 2.371  0.12
H: 1.236 3.291 1.839  0.10
H: 1.716 6.011 2.280  0.09
H: 1.904 4.638 3.553  0.08
H: 0.372 5.645 3.486  0.09
H: -4.401 -0.923 -1.103  0.09
H: -5.374 2.242 -0.688  0.09
C: 2.166 2.227 5.015  -0.08
O: 2.796 1.099 5.620  0.00
C: 4.132 1.202 5.722  -0.60
O: 4.801 2.137 5.354  0.12
O: 4.593 0.082 6.305  -0.02
C: 6.010 0.052 6.478  -0.04
H: 1.093 2.037 4.985  0.03
H: 2.340 3.129 5.607  0.10
H: 2.521 2.363 3.990  0.09
H: 6.336 0.867 7.128  0.10
H: 6.517 0.101 5.512  0.10
H: 6.267 -0.895 6.956  0.09
C: -5.037 0.276 -3.960  -0.07
O: -5.356 0.257 -5.355  0.02
C: -4.545 -0.515 -6.089  -0.57
O: -3.613 -1.162 -5.670  0.09
O: -4.946 -0.445 -7.370  0.00
C: -4.164 -1.226 -8.271  -0.04
H: -5.756 0.929 -3.463  0.10
H: -5.129 -0.723 -3.533  0.09
H: -4.040 0.674 -3.796  0.06
H: -4.219 -2.286 -8.012  0.10
H: -3.126 -0.883 -8.278  0.09
H: -4.577 -1.094 -9.272  0.09
C: -0.977 -1.503 -5.303  -0.04
O: 0.209 -0.812 -4.900  0.00
C: 1.331 -1.249 -5.494  -0.58
O: 1.405 -2.141 -6.305  0.10
O: 2.360 -0.520 -5.028  0.00
C: 3.627 -0.879 -5.578  -0.04
H: -1.814 -1.070 -4.764  0.07
H: -1.152 -1.376 -6.373  0.09
H: -0.911 -2.563 -5.046  0.11
H: 3.635 -0.727 -6.660  0.10
H: 3.875 -1.914 -5.332  0.10
H: 4.380 -0.228 -5.132  0.09
C: 5.691 -5.178 -10.264  -0.05
O: 4.922 -4.891 -9.098  -0.01
C: 3.611 -4.703 -9.334  -0.60
O: 3.071 -4.758 -10.412  0.12
O: 3.011 -4.445 -8.161  0.00
C: 1.604 -4.222 -8.259  -0.06
H: 6.728 -5.310 -9.955  0.09
H: 5.349 -6.103 -10.733  0.10
H: 5.644 -4.346 -10.971  0.10
H: 1.100 -5.110 -8.649  0.10
H: 1.394 -3.352 -8.885  0.10
H: 1.227 -4.023 -7.259  0.07
C: 6.052 -5.643 10.976  -0.05
O: 4.869 -5.093 10.399  0.00
C: 5.087 -4.037 9.597  -0.60
O: 6.162 -3.549 9.344  0.12
O: 3.901 -3.620 9.125  0.00
C: 3.982 -2.495 8.252  -0.05
H: 5.756 -6.486 11.602  0.09
H: 6.725 -6.010 10.198  0.10
H: 6.554 -4.905 11.605  0.10
H: 4.573 -2.738 7.366  0.09
H: 4.402 -1.632 8.773  0.10
H: 2.970 -2.245 7.932  0.10

## Properties
F_max, eV/Å: 4.82
Gap between HOMO and LUMO, eV: 8.93
Structure (SMILES): CCN[C@H](O[C@@](CC=O)(Cc1cccc(C)c1)[C@@H](Cl)NC)P(=O)(O)O.COC(=O)OC.COC(=O)OC.COC(=O)OC.COC(=O)OC.COC(=O)OC